Entry from OMol25: C15H23F3IrNO2P as an isolated structure at a distorted geometry (ωB97M-V/def2-TZVPD).

Computed properties:
- Maximum force: 4.58 eV/A
- LUMO level (alpha / beta): -7.31 / -10.37 eV
- Orbital gap (alpha / beta): 4.293 / 6.097 eV
- Energy above the lowest of the compared OMol25 structures with the same formula, charge and spin: 0.000 eV
- HOMO (alpha / beta): -11.6 / -16.5 eV

```
! RIJCOSX wB97M-V def2-TZVPD def2/J DEFGRID3
* xyz 2 6
C 0.59266 3.00265 -2.13718
C -0.67154 2.63747 -1.70671
C -0.86893 1.53549 -0.84100
C 0.27081 0.85025 -0.39651
C 1.52418 1.13025 -0.94990
C 1.71496 2.25740 -1.76306
C -2.27742 1.19331 -0.45153
C -2.65133 -0.25918 -0.15324
N -1.82595 -1.31233 -0.87549
Ir 0.47162 -0.34159 1.34657
C 2.69337 0.29578 -0.51713
P 2.09016 -1.24409 0.33545
H -1.55334 3.20892 -2.03174
H 2.74001 2.50050 -2.07391
H 0.73671 3.87924 -2.79241
H 3.33272 0.83044 0.21061
H 3.31175 -0.03081 -1.36750
H -2.56052 1.78687 0.43602
H -2.96127 1.52891 -1.25302
H -2.55927 -0.45912 0.91856
C 3.49439 -1.82279 1.30573
C 1.87712 -2.35904 -1.07866
H -3.67913 -0.47262 -0.47103
C -1.87998 -1.15065 -2.38185
C -2.28618 -2.69670 -0.48215
H 1.69785 -0.51824 2.60657
H -2.92072 -1.35208 -2.67952
H -1.59390 -0.13469 -2.66222
H -1.15244 -1.85244 -2.83961
H -2.96138 -3.02895 -1.28189
H -1.42112 -3.37504 -0.37252
H -2.84067 -2.67943 0.46478
H 2.87317 -2.68386 -1.42624
H 1.30225 -3.24713 -0.78125
H 1.36356 -1.83966 -1.90021
H 4.37129 -1.95777 0.66214
H 3.70552 -1.07882 2.08142
H 3.22880 -2.77380 1.78318
H -0.82824 -1.23002 -0.64756
F -0.50476 1.31718 5.30115
C -0.78743 2.17513 4.26826
F -2.15091 2.30859 4.20854
F -0.23666 3.38083 4.50468
C -0.20428 1.56931 2.93125
O -0.83577 0.48909 2.54627
O 0.82025 2.02323 2.40393
*
```